# 1
Density functional theory data (ωB97M-V with the def2-TZVPD basis set) for a gas-phase ion, C4H9NOPS (charge +1) in a non-equilibrium geometry.

Values from the calculation:
gap between HOMO and LUMO = 11.20 eV
lowest unoccupied orbital energy = -3.856 eV
highest occupied orbital energy = -0.5532 Eh
charge = +1

CARTESIAN COORDINATES (ANGSTROEM)
C: 1.915 -0.066 1.005
C: 2.351 0.157 -0.414
C: -2.465 -0.678 0.196
C: -1.260 -0.922 -0.707
N: 0.667 0.071 1.207
O: 1.271 0.659 -1.166
P: -0.164 0.491 -0.241
S: -0.975 2.391 -0.010
H: 2.669 -0.353 1.748
H: 3.211 0.817 -0.289
H: 2.668 -0.797 -0.838
H: -3.228 -1.564 0.294
H: -2.047 -0.417 1.191
H: -2.921 0.211 -0.060
H: -1.519 -1.062 -1.705
H: -0.551 -1.663 -0.354
H: 0.377 2.725 0.144

natural (NBO) population analysis, charges in e, atoms 1 to 2: 0.20 -0.17

# 2
Density functional theory data (ωB97M-V with the def2-TZVPD basis set) for 2 unconnected molecules or ions with the total composition C4H9NOS in a non-equilibrium geometry.

Values from the calculation:
gap between HOMO and LUMO = 4.17 eV
lowest unoccupied orbital energy = 5.552 eV
highest occupied orbital energy = 0.0507 Eh
charge = -2

CARTESIAN COORDINATES (ANGSTROEM)
C: 1.804 -1.775 0.819
N: 1.382 -0.997 -0.382
C: 0.024 -0.622 -0.226
C: -0.270 0.616 0.477
S: -0.653 3.805 -0.251
C: -0.987 -1.566 -0.510
O: -0.684 -3.222 -0.048
H: 1.225 -2.703 0.840
H: 2.883 -1.890 0.748
H: 1.486 -1.264 1.732
H: 1.494 -1.641 -1.161
H: -1.180 0.554 1.069
H: 0.565 0.648 1.183
H: -0.212 1.641 -0.044
H: -1.995 -1.607 -0.129
H: -0.991 -2.069 -1.476

natural (NBO) population analysis, charges in e, atoms 1 to 2: -0.44 -0.64

# 3
Density functional theory data (ωB97M-V with the def2-TZVPD basis set) for a single C4H9NOS molecule in a non-equilibrium geometry.

Values from the calculation:
gap between HOMO and LUMO = 9.02 eV
lowest unoccupied orbital energy = 0.681 eV
highest occupied orbital energy = -0.3064 Eh
SMILES = C[S@@]1(=O)=NCCC1

CARTESIAN COORDINATES (ANGSTROEM)
C: -1.924 1.021 -1.058
S: -1.350 -0.546 -0.005
O: -2.571 -0.867 0.641
N: -0.314 -1.773 -0.818
C: 0.981 -1.416 -0.506
C: 1.145 -0.847 0.931
C: 0.013 0.127 1.174
H: -2.180 1.867 -0.465
H: -1.143 1.457 -1.765
H: -2.845 0.871 -1.626
H: 1.450 -0.677 -1.229
H: 1.710 -2.275 -0.551
H: 0.919 -1.617 1.640
H: 2.109 -0.426 1.114
H: -0.396 -0.237 2.085
H: 0.208 1.187 1.082

natural (NBO) population analysis, charges in e, atoms 1 to 2: -0.81 1.78

# 4
Density functional theory data (ωB97M-V with the def2-TZVPD basis set) for a single C4H9NOS molecule in a non-equilibrium geometry.

Values from the calculation:
gap between HOMO and LUMO = 10.12 eV
lowest unoccupied orbital energy = 0.743 eV
highest occupied orbital energy = -0.3447 Eh
SMILES = C[C@H](CS)NC=O

CARTESIAN COORDINATES (ANGSTROEM)
C: 0.404 -1.073 1.049
C: 0.345 -0.011 -0.034
C: 0.081 1.387 0.633
S: -1.255 1.598 1.840
N: -0.576 -0.320 -1.133
C: -0.068 -0.714 -2.367
O: 1.121 -0.742 -2.594
H: 0.821 -2.029 0.742
H: -0.577 -1.084 1.542
H: 0.983 -0.614 1.860
H: 1.289 0.081 -0.641
H: 1.038 1.726 1.005
H: -0.324 1.947 -0.218
H: -0.996 0.567 2.647
H: -1.491 0.101 -1.158
H: -0.794 -0.818 -3.173

natural (NBO) population analysis, charges in e, atoms 1 to 2: -0.62 -0.07

# 5
Density functional theory data (ωB97M-V with the def2-TZVPD basis set) for a single C4H9NOS molecule in a non-equilibrium geometry.

Values from the calculation:
gap between HOMO and LUMO = 9.15 eV
lowest unoccupied orbital energy = 0.835 eV
highest occupied orbital energy = -0.3055 Eh
SMILES = C[C@@H]1CON(S)C1

CARTESIAN COORDINATES (ANGSTROEM)
C: 1.214 0.478 -0.474
C: -0.333 0.375 -0.456
C: -0.862 0.992 0.864
O: -1.425 -0.127 1.585
N: -1.066 -1.280 1.011
S: 0.433 -1.967 1.739
C: -0.925 -0.973 -0.447
H: 1.594 -0.061 0.375
H: 1.441 1.566 -0.562
H: 1.613 0.074 -1.325
H: -0.737 0.867 -1.362
H: -0.170 1.475 1.488
H: -1.593 1.838 0.618
H: -0.184 -2.033 3.002
H: -1.993 -0.868 -0.763
H: -0.536 -1.885 -1.033

natural (NBO) population analysis, charges in e, atoms 1 to 2: -0.61 -0.28

# 6
Density functional theory data (ωB97M-V with the def2-TZVPD basis set) for 2 unconnected molecules or ions with the total composition C4H9NOS in a non-equilibrium geometry.

Values from the calculation:
gap between HOMO and LUMO (spin up / spin down) = 7.99 / 8.44 eV
lowest unoccupied orbital energy (spin up / spin down) = 0.435 / 0.637 eV
highest occupied orbital energy (spin up / spin down) = -0.2777 / -0.2866 Eh

CARTESIAN COORDINATES (ANGSTROEM)
C: -0.280 0.869 -0.984
C: 0.624 -1.196 1.107
C: -1.386 0.649 -0.372
C: -1.603 1.475 0.897
N: 1.436 -2.148 -0.851
O: 0.671 -2.100 0.207
S: 2.723 -1.088 -1.041
H: 0.040 0.307 -1.815
H: 0.447 1.616 -0.668
H: 1.278 -0.406 1.205
H: -0.293 -1.371 1.721
H: -2.019 -0.005 -0.907
H: -2.430 1.214 1.575
H: -1.612 2.493 0.610
H: -0.647 1.386 1.407
H: 3.049 -1.695 -2.089

natural (NBO) population analysis, charges in e, atoms 1 to 2: -0.39 -0.08